# 1
The following is a quantum chemistry calculation of the ion C2H6N3S with charge +1 in a non-equilibrium geometry, from OMol25.

Structure (XYZ):
```
12
Properties=species:S:1:pos:R:3:lowdin_charge:R:1
C 0.06 1.16 -0.97 -0.124
C -0.03 -0.96 0.06 -0.477
N -0.99 1.35 -0.21 -0.306
N 0.54 -0.06 -0.87 0.052
N 0.70 -1.12 1.31 0.014
S -1.72 0.04 0.47 1.008
H 0.48 1.81 -1.64 0.145
H -0.07 -2.00 -0.35 0.149
H -1.27 2.29 -0.01 0.133
H 1.26 -0.32 -1.56 0.195
H 0.48 -0.23 1.87 0.098
H 0.55 -1.96 1.91 0.112
```

Output
Structure (SMILES): N[C@@H]1[NH+]=CNS1
2S+1: 1
Total charge: +1
Orbital gap (eV): 9.11
F_max (Eh/bohr): 0.0725
E_tot (eV): -17469.057

# 2
The following is a quantum chemistry calculation of a cluster of 4 separate species, C3H13NO3 in total in a non-equilibrium geometry, from OMol25.

Structure (XYZ):
```
20
Properties=species:S:1:pos:R:3:lowdin_charge:R:1
C 0.56 -1.89 0.99 -0.007
C -0.58 -1.27 1.31 -0.248
N -0.91 0.04 0.92 -0.112
C -1.83 0.76 1.76 -0.113
H 1.12 -1.65 0.09 0.047
H 0.95 -2.67 1.63 0.046
H -1.23 -1.65 2.10 0.099
H -0.05 0.48 0.63 0.108
H -2.19 0.11 2.55 0.069
H -2.71 1.12 1.24 0.071
H -1.35 1.59 2.29 0.081
H -1.95 0.05 -1.77 0.027
H -1.38 -1.05 -0.94 -0.004
O -1.37 -0.72 -1.86 -0.074
H 3.74 0.70 -0.33 0.034
H 2.27 1.03 -0.79 -0.013
O 2.85 0.34 -0.41 -0.078
H 0.62 1.40 -2.60 0.057
H 0.80 2.81 -2.03 0.053
O 0.87 1.88 -1.80 -0.046
```

Output
Structure (SMILES): C=CNC.O.O.O
2S+1: 1
Orbital gap (eV): 8.32
F_max (Eh/bohr): 0.0293
E_tot (eV): -10953.324

# 3
The following is a quantum chemistry calculation of a cluster of 2 separate species, C3H11N2 in total in a non-equilibrium geometry, from OMol25.

Structure (XYZ):
```
16
Properties=species:S:1:pos:R:3:lowdin_charge:R:1
C 1.47 0.00 -1.99 -0.028
N 1.45 0.40 -0.55 0.093
H 0.75 0.55 -2.57 0.095
H 2.44 0.21 -2.42 0.097
H 1.23 -1.06 -1.98 0.098
H 2.14 -0.13 -0.01 0.156
H 0.48 0.38 0.00 0.085
H 1.80 1.36 -0.54 0.155
C -1.12 -0.41 2.23 -0.049
C -1.79 0.06 -0.02 0.001
N -0.84 0.04 0.83 -0.153
H -1.63 0.35 2.81 0.091
H -0.14 -0.50 2.66 0.068
H -1.62 -1.37 2.08 0.096
H -2.14 0.93 -0.56 0.098
H -2.47 -0.81 0.01 0.095
```

Output
2S+1: 1
Total charge: +1
Orbital gap (eV): 9.60
F_max (Eh/bohr): 0.0632
E_tot (eV): -6261.116

# 4
The following is a quantum chemistry calculation of a cluster of 8 separate species, C16H48O16 in total in a non-equilibrium geometry, from OMol25.

Structure (XYZ):
```
80
Properties=species:S:1:pos:R:3:lowdin_charge:R:1
C 5.41 1.87 -9.06 -0.197
C 6.16 1.46 -10.36 -0.279
O 7.43 1.05 -10.18 -0.078
O 5.30 0.76 -8.15 -0.058
H 4.42 2.06 -9.46 0.115
H 5.89 2.75 -8.62 0.109
H 6.12 2.31 -11.04 0.110
H 5.60 0.75 -10.98 0.127
H 7.72 0.50 -10.91 0.019
H 4.95 1.05 -7.30 0.084
C 11.85 0.91 -11.51 -0.274
C 10.73 1.79 -11.91 -0.281
O 10.90 2.44 -13.09 0.004
O 11.87 0.73 -10.16 -0.026
H 12.73 1.46 -11.83 0.105
H 11.91 -0.10 -11.93 0.141
H 10.86 2.69 -11.31 0.116
H 9.80 1.30 -11.63 0.118
H 11.80 2.74 -12.97 0.069
H 12.76 0.67 -9.82 0.084
C 8.57 5.02 -11.56 -0.197
C 8.04 6.20 -12.37 -0.200
O 8.50 7.50 -11.87 -0.041
O 8.02 5.15 -10.24 -0.089
H 9.65 5.15 -11.57 0.125
H 8.23 4.07 -11.98 0.129
H 6.96 6.09 -12.26 0.123
H 8.29 6.07 -13.42 0.130
H 7.85 7.68 -11.20 0.068
H 7.63 5.99 -10.00 0.102
C 15.91 0.07 -11.54 -0.250
C 16.42 -0.84 -12.70 -0.178
O 17.08 0.01 -13.70 -0.088
O 16.93 0.84 -10.95 -0.067
H 15.42 -0.62 -10.85 0.110
H 15.20 0.80 -11.93 0.092
H 15.75 -1.49 -13.26 0.117
H 17.12 -1.56 -12.26 0.108
H 17.70 0.59 -13.27 0.067
H 16.79 1.20 -10.07 0.045
C 17.24 2.08 -7.45 -0.239
C 16.18 1.03 -7.61 -0.212
O 15.24 1.26 -8.67 -0.088
O 16.96 3.45 -7.73 -0.049
H 17.97 1.93 -8.24 0.120
H 17.72 2.03 -6.47 0.128
H 15.55 1.00 -6.72 0.114
H 16.57 0.01 -7.61 0.136
H 14.71 2.05 -8.56 0.084
H 16.06 3.66 -7.46 0.075
C 15.16 4.68 -14.42 -0.188
C 14.89 3.44 -13.45 -0.274
O 13.93 3.57 -12.49 -0.062
O 15.63 5.81 -13.65 -0.076
H 14.23 4.99 -14.89 0.114
H 15.88 4.18 -15.07 0.116
H 15.81 3.12 -12.97 0.119
H 14.55 2.68 -14.15 0.121
H 14.39 4.02 -11.79 0.101
H 16.33 6.33 -14.06 0.083
C 10.19 3.28 -8.15 -0.047
C 10.08 2.96 -6.55 -0.047
O 11.22 3.59 -5.77 -0.005
O 9.85 4.69 -8.41 0.134
H 9.49 2.65 -8.70 0.124
H 11.19 3.18 -8.58 0.146
H 9.99 1.91 -6.26 0.139
H 9.15 3.47 -6.31 0.122
H 10.93 4.48 -5.56 0.093
H 9.24 4.69 -9.15 0.042
C 7.33 -2.16 -10.50 -0.213
C 8.36 -1.62 -11.50 -0.170
O 7.86 -0.48 -12.28 -0.110
O 7.40 -1.62 -9.17 -0.061
H 7.59 -3.19 -10.29 0.119
H 6.33 -2.28 -10.94 0.124
H 8.51 -2.26 -12.37 0.119
H 9.37 -1.46 -11.13 0.123
H 7.54 -0.92 -13.07 0.102
H 7.33 -0.67 -9.22 0.031
```

Output
2S+1: 2
Total charge: +1
Orbital gap (alpha / beta) (eV): 9.07 / 2.66
F_max (Eh/bohr): 0.0831
⟨S²⟩: 0.756
E_tot (eV): -50113.407